{"formula": "C32H77N4O7", "method": "the ωB97M-V functional and the def2-TZVPD basis", "charge": -1, "orbital_gap_ev": 5.7, "e_tot_ha": -2010.9604, "e_lumo_ev": 2.263, "species": ["C", "C", "O", "H", "H", "H", "H", "H", "C", "C", "C", "O", "C", "N", "H", "H", "H", "H", "H", "H", "H", "H", "H", "H", "H", "C", "C", "C", "O", "C", "N", "H", "H", "H", "H", "H", "H", "H", "H", "H", "H", "H", "C", "C", "C", "C", "C", "C", "N", "O", "C", "C", "C", "H", "H", "H", "H", "H", "H", "H", "H", "H", "H", "H", "H", "H", "H", "H", "H", "H", "H", "H", "C", "C", "C", "C", "C", "C", "N", "O", "C", "C", "C", "H", "H", "H", "H", "H", "H", "H", "H", "H", "H", "H", "H", "H", "H", "H", "H", "H", "H", "H", "C", "C", "O", "H", "H", "H", "H", "H", "H", "C", "C", "O", "H", "H", "H", "H", "H", "H"], "xyz": [[-0.416, 1.559, 0.953], [0.693, 1.652, -0.098], [0.351, 2.069, -1.342], [-0.813, 2.571, 1.068], [0.010, 1.300, 1.936], [-1.181, 0.795, 0.784], [1.196, 0.645, -0.156], [1.462, 2.314, 0.362], [4.630, 0.706, -6.391], [3.581, 1.228, -5.387], [4.261, 1.965, -4.248], [3.262, 2.471, -3.409], [3.694, 2.774, -2.112], [2.711, 2.214, -6.060], [5.190, -0.082, -5.864], [5.318, 1.475, -6.740], [4.159, 0.192, -7.229], [2.943, 0.395, -5.111], [4.938, 2.728, -4.670], [4.929, 1.297, -3.679], [4.465, 3.560, -2.112], [4.156, 1.905, -1.621], [2.813, 3.080, -1.549], [2.300, 1.830, -6.906], [3.302, 2.952, -6.444], [0.106, -1.248, -5.118], [0.080, -0.783, -3.696], [0.286, -1.863, -2.638], [-0.649, -2.937, -2.847], [-1.704, -2.881, -1.939], [1.038, 0.345, -3.492], [-0.663, -1.983, -5.368], [1.054, -1.746, -5.374], [0.070, -0.399, -5.802], [-0.857, -0.305, -3.382], [0.167, -1.406, -1.652], [1.299, -2.285, -2.671], [-2.299, -3.796, -1.998], [-2.410, -2.048, -2.083], [-1.378, -2.792, -0.893], [1.904, -0.113, -3.202], [0.714, 0.865, -2.649], [-5.390, -3.203, -0.180], [-5.095, -2.439, 1.132], [-5.958, -1.181, 1.138], [-7.433, -1.352, 1.531], [-7.521, -2.242, 2.775], [-6.664, -3.519, 2.754], [-5.318, -3.235, 2.346], [-4.540, -4.409, 2.298], [-6.669, -3.997, 4.217], [-7.436, -4.580, 1.938], [-3.647, -1.971, 1.135], [-4.674, -2.872, -0.938], [-6.380, -3.019, -0.596], [-5.240, -4.278, -0.066], [-5.531, -0.404, 1.783], [-5.985, -0.731, 0.143], [-7.972, -1.799, 0.691], [-7.889, -0.410, 1.830], [-8.550, -2.509, 3.017], [-7.175, -1.600, 3.595], [-5.959, -3.372, 4.762], [-7.647, -4.048, 4.693], [-6.303, -5.028, 4.321], [-8.401, -4.709, 2.431], [-7.646, -4.315, 0.896], [-6.951, -5.552, 1.822], [-3.386, -1.484, 2.077], [-3.452, -1.265, 0.325], [-2.931, -2.786, 1.011], [-3.874, -4.280, 2.980], [3.788, 1.837, 1.957], [4.241, 0.367, 2.098], [4.498, -0.202, 0.720], [5.240, -1.544, 0.838], [6.573, -1.357, 1.524], [6.454, -0.749, 2.927], [5.485, 0.345, 2.903], [5.297, 0.881, 4.185], [6.093, -1.840, 3.944], [7.815, -0.151, 3.308], [3.113, -0.391, 2.834], [4.130, 2.334, 1.048], [3.965, 2.407, 2.869], [2.706, 1.895, 1.839], [3.564, -0.415, 0.193], [5.073, 0.437, 0.047], [5.340, -2.002, -0.148], [4.601, -2.224, 1.409], [7.190, -0.683, 0.919], [7.079, -2.325, 1.552], [6.867, -2.598, 4.059], [5.974, -1.364, 4.923], [5.112, -2.261, 3.719], [7.936, 0.864, 2.930], [7.956, -0.158, 4.391], [8.652, -0.712, 2.879], [2.123, -0.058, 2.531], [3.208, -0.317, 3.917], [3.186, -1.465, 2.630], [5.634, 1.781, 4.129], [-0.991, 6.331, 0.241], [-1.345, 5.476, -0.979], [-0.351, 5.590, -1.978], [-1.728, 6.162, 1.030], [-0.876, 7.386, -0.007], [-0.054, 5.936, 0.644], [-2.356, 5.753, -1.312], [-1.397, 4.438, -0.658], [-0.124, 6.525, -2.015], [-3.458, 3.112, 1.578], [-3.612, 2.902, 0.075], [-4.570, 1.827, -0.131], [-3.267, 2.132, 2.046], [-4.374, 3.344, 2.125], [-2.572, 3.708, 1.791], [-2.663, 2.621, -0.376], [-4.146, 3.750, -0.352], [-4.102, 1.041, 0.170]], "atomic_forces_ev_per_a": [[0.43, 0.13, 0.65], [0.37, -0.38, -1.07], [-0.54, -0.15, 0.58], [-0.43, -0.19, -0.08], [0.12, 0.02, -0.01], [-0.16, 0.27, -0.45], [0.07, -0.11, 0.35], [0.06, 0.09, 0.12], [0.05, -1.01, 1.10], [0.28, 0.92, -2.04], [-0.29, -0.76, 0.49], [0.35, 0.13, -0.08], [0.22, 0.11, 0.10], [0.03, 0.27, -0.43], [0.32, 0.17, -0.24], [-0.04, 0.08, -0.03], [-0.11, 0.28, -0.11], [0.00, 0.13, 0.60], [-0.25, 0.29, 0.03], [-0.11, -0.18, -0.06], [-0.13, 0.13, -0.02], [-0.14, -0.14, -0.04], [-0.04, -0.02, -0.02], [-0.17, -0.38, 0.27], [0.04, 0.10, 0.34], [0.32, -0.56, -0.79], [0.31, 1.57, 1.42], [-0.03, -0.19, -0.75], [0.29, 0.11, 0.50], [-0.84, -0.14, 0.67], [-0.28, -1.53, 0.23], [-0.17, 0.16, 0.09], [0.06, 0.03, 0.34], [-0.32, 0.08, 0.13], [-0.38, -0.30, -0.72], [-0.11, -0.04, 0.06], [-0.05, -0.05, -0.21], [0.16, -0.06, -0.21], [0.23, 0.11, -0.33], [0.26, -0.06, -0.10], [0.24, 0.40, -0.07], [0.24, 0.61, -0.13], [0.50, -0.23, -0.21], [-0.30, -0.03, -0.71], [-0.85, 1.08, 0.33], [0.38, -1.18, 0.38], [0.59, 0.76, -0.12], [-1.78, -0.82, 0.40], [0.31, 1.28, 0.31], [-0.11, -0.45, -0.16], [1.06, -0.85, 0.08], [-0.10, -0.17, -0.77], [0.66, -0.11, 0.17], [-0.07, 0.01, -0.04], [-0.12, -0.03, 0.22], [-0.04, 0.04, 0.06], [0.15, -0.23, 0.13], [0.48, -0.13, -0.08], [-0.19, 0.13, 0.07], [0.01, 0.20, -0.54], [-0.02, -0.10, -0.07], [0.08, -0.24, 0.13], [-0.33, 0.11, 0.26], [-0.14, 0.55, -0.19], [0.17, 0.12, -0.29], [-0.01, -0.24, -0.04], [-0.01, 0.47, 0.21], [0.22, 0.09, 0.57], [-0.20, 0.07, 0.01], [-0.13, -0.01, -0.05], [-0.17, -0.12, -0.10], [0.00, 0.06, 0.01], [-0.70, 0.01, 0.03], [-0.66, 0.84, 0.92], [0.34, -1.49, -0.42], [-0.65, 0.24, -0.08], [-0.07, 0.21, -0.42], [0.20, -0.36, 0.09], [0.57, 0.52, -1.50], [-0.15, -0.22, 0.46], [-0.52, 0.58, 0.57], [0.47, -0.09, 0.18], [0.20, -0.81, -0.09], [0.62, 0.03, 0.26], [0.36, 0.12, -0.15], [-0.03, -0.30, -0.01], [-0.23, 0.38, 0.24], [0.08, 0.38, 0.35], [0.19, 0.06, 0.01], [0.16, -0.12, 0.03], [-0.03, -0.05, -0.05], [0.23, 0.13, 0.33], [-0.04, -0.13, -0.29], [0.06, -0.03, -0.05], [0.19, -0.35, -0.14], [-0.24, 0.04, 0.03], [-0.02, 0.19, -0.02], [-0.18, -0.25, 0.05], [0.01, 0.01, -0.08], [0.01, 0.39, -0.02], [-0.14, 0.06, -0.09], [0.06, 0.00, -0.07], [0.19, -1.01, 0.08], [-0.07, 0.32, 0.75], [-0.34, 0.13, -0.01], [-0.15, 0.38, -0.07], [-0.13, 0.08, 0.11], [0.12, 0.28, -0.06], [0.15, 0.04, -0.39], [0.26, -0.16, -0.31], [0.08, -0.02, -0.18], [0.36, -1.33, 0.28], [-1.60, -0.58, 0.94], [0.49, 0.04, -0.01], [0.50, 0.01, -0.34], [-0.01, 0.95, -0.44], [-0.35, 0.41, 0.30], [0.04, 0.45, -0.28], [0.66, 0.20, -0.39], [-0.18, -0.18, -0.07]]}